1.
49
Properties=species:S:1:pos:R:3:forces:R:3 method="wB97M-V/def2-TZVPD" multiplicity=1 energy_ha=-1888.74863 homo_ev="-8.09 / -8.08" lumo_ev="-2.08 / -2.00"
Pt 0.3978 -1.0288 -1.1507 2.205 -0.073 1.062
C -0.6621 4.6357 -0.1615 -0.088 0.011 0.344
N -0.0697 3.6211 -1.0003 0.059 -0.040 -0.226
C 0.6184 4.1172 -2.1718 0.190 -0.107 -0.298
C -0.0546 2.3082 -0.7304 -0.318 0.213 0.440
O 0.4438 1.4969 -1.5003 0.212 -0.986 -0.240
C -0.6937 1.9037 0.5917 -0.136 0.118 0.022
O -0.5489 0.5188 0.7601 0.126 -0.197 -0.158
C -1.2344 0.0140 1.8720 -0.147 0.003 0.070
C -1.1719 -1.5119 1.8365 -0.297 0.446 0.282
O -0.5738 -2.1226 0.9610 0.574 0.063 -0.908
N -1.8172 -2.1511 2.8229 0.019 -0.178 -0.098
C -1.7451 -3.5939 2.9078 0.132 -0.253 -0.193
C -2.5303 -1.5328 3.9129 -0.012 0.273 0.181
H -0.9814 5.4589 -0.7981 -0.027 0.000 0.041
H 0.0590 5.0169 0.5666 -0.030 0.063 0.013
H -1.5372 4.2612 0.3635 -0.028 0.025 0.007
H -0.0861 4.6102 -2.8435 0.009 0.017 0.007
H 1.0799 3.2792 -2.6882 0.003 0.126 -0.001
H 1.3872 4.8317 -1.8713 0.000 0.010 -0.039
H -1.7620 2.1725 0.5752 0.242 0.000 0.053
H -0.1965 2.4465 1.4101 -0.071 -0.046 -0.080
H -2.2857 0.3421 1.8496 0.173 -0.041 0.029
H -0.7729 0.3678 2.8077 -0.083 -0.029 -0.104
H -1.1267 -3.9625 2.0946 -0.037 -0.062 0.090
H -2.7454 -4.0216 2.8260 0.007 -0.020 0.025
H -1.3068 -3.8821 3.8646 -0.006 -0.053 0.003
H -2.8731 -0.5341 3.6655 -0.031 0.059 -0.016
H -1.9031 -1.4828 4.8062 -0.028 0.020 0.055
H -3.4042 -2.1419 4.1407 -0.030 0.049 0.007
F 6.8122 -2.2601 -3.2118 -0.087 -0.003 0.076
C 5.6989 -1.9817 -2.5198 -0.288 0.064 0.081
C 5.7675 -1.6534 -1.1670 -0.106 -0.063 -0.277
F 6.9588 -1.6323 -0.5570 -0.185 0.008 -0.064
C 4.6201 -1.3436 -0.4576 -0.540 0.038 -0.094
F 4.7218 -1.0196 0.8422 0.033 -0.031 -0.163
C 3.3308 -1.3385 -1.0552 1.695 -0.442 -1.451
O 2.2858 -0.9963 -0.3959 -1.712 0.410 0.999
C 3.3193 -1.7025 -2.4240 0.118 0.226 0.764
F 2.1128 -1.7188 -3.0481 -0.159 -0.008 -0.128
C 4.4562 -2.0062 -3.1461 0.348 -0.025 0.148
F 4.3671 -2.3160 -4.4447 -0.003 0.028 0.146
N -1.3981 -1.0840 -1.7863 -2.636 0.864 -0.119
C -2.5263 -0.8768 -1.5539 1.746 -0.760 -0.481
C -3.7999 -0.5326 -1.2176 -0.030 0.133 -0.041
C -3.9063 0.6380 -0.4654 -0.102 0.508 0.106
N -3.9296 1.6045 0.1622 -0.008 0.314 0.283
C -4.9289 -1.2934 -1.5279 -0.378 -0.506 -0.012
N -5.8656 -1.9228 -1.7452 -0.288 -0.167 -0.141


2.
60
Properties=species:S:1:pos:R:3:forces:R:3 method="wB97M-V/def2-TZVPD" multiplicity=1 charge=-1 energy_ha=-11589.14931 homo_ev=-5.00 lumo_ev=1.40 relative_energy_kj_mol=0.0
Mg 0.1385 0.2601 -0.3926 0.100 0.338 -0.033
Se -1.3848 5.5771 1.1394 0.014 0.053 -0.028
Sb -0.0952 3.7604 0.3065 -0.096 -0.002 0.212
Se -0.9105 2.1003 2.4442 0.032 0.058 0.103
Se -1.1657 2.3128 -1.3549 -0.058 -0.176 -0.209
Se 2.2739 3.7745 0.1086 0.097 -0.002 0.033
O -1.7647 -0.3376 1.9087 -0.137 0.016 0.451
N -1.0597 0.5770 1.5060 0.140 0.172 -0.300
O 3.1889 -0.1418 2.3473 -0.062 -0.029 -0.074
C 2.7852 -0.3306 1.2108 0.203 0.097 0.055
O 1.6682 0.0594 0.7199 -0.208 -0.159 0.039
C 3.6805 -1.0749 0.2366 -0.023 -0.020 -0.068
C 3.1618 -2.0423 -0.6147 0.007 0.021 0.044
C 3.9657 -2.7272 -1.5296 0.052 -0.009 -0.020
C 5.2867 -2.3581 -1.5814 -0.030 -0.016 0.013
O 6.2929 -2.8672 -2.3728 -0.016 0.006 0.016
C 7.3387 -1.9120 -2.2371 0.018 0.024 -0.035
O 7.1564 -1.2552 -0.9896 -0.002 -0.012 -0.015
C 5.8062 -1.3877 -0.7413 -0.004 0.012 0.018
C 5.0398 -0.7473 0.1992 0.049 0.006 -0.021
H 2.1026 -2.2608 -0.5672 -0.008 0.000 0.002
H 3.5705 -3.4987 -2.1771 -0.001 -0.004 0.001
H 7.2614 -1.1789 -3.0513 -0.006 -0.003 0.011
H 8.2995 -2.4195 -2.2464 0.006 -0.013 0.013
H 5.4403 -0.0117 0.8832 0.013 -0.008 -0.006
N 5.1717 -0.9890 -5.7744 0.003 -0.007 0.021
C 4.3209 -0.7819 -5.0310 -0.030 0.009 -0.034
C 3.2551 -0.5178 -4.0979 0.023 0.011 0.030
C 3.3717 0.5216 -3.1867 0.031 -0.023 0.008
C 2.3530 0.7070 -2.2689 -0.066 0.025 -0.003
N 1.2696 -0.0754 -2.2338 0.144 0.013 -0.057
C 1.1509 -1.0519 -3.1314 -0.015 0.007 0.050
C 2.1157 -1.3140 -4.0858 -0.034 -0.014 -0.029
H 4.2422 1.1614 -3.1739 -0.009 0.007 0.012
H 2.4045 1.5083 -1.5337 0.005 -0.032 -0.008
H 0.2561 -1.6586 -3.0583 0.007 -0.010 -0.014
H 1.9967 -2.1269 -4.7875 -0.006 0.001 0.006
C -2.9490 -6.4374 3.4062 -0.003 -0.006 -0.014
C -2.6539 -5.2041 2.5971 0.004 -0.005 0.003
C -1.3815 -4.6533 2.5739 -0.027 0.018 0.018
C -1.0853 -3.5012 1.8532 -0.008 0.003 -0.014
C 0.3236 -2.9738 1.9043 -0.062 -0.027 -0.035
C -2.1215 -2.8854 1.1325 0.146 0.119 0.012
C -1.8855 -1.6622 0.3297 0.126 -0.494 -0.469
O -0.8321 -1.4776 -0.3195 -0.268 -0.019 0.279
C -3.4203 -3.4115 1.1603 -0.039 -0.004 0.007
C -4.5639 -2.7569 0.4242 -0.012 0.001 -0.004
C -3.6621 -4.5714 1.8810 -0.035 0.002 -0.002
H -2.0325 -6.9620 3.6736 0.002 -0.001 0.002
H -3.5902 -7.1254 2.8537 -0.002 -0.002 0.007
H -3.4669 -6.1770 4.3319 0.001 0.002 -0.003
H -0.5892 -5.1263 3.1439 0.004 0.000 -0.003
H 0.8422 -3.3824 2.7709 -0.002 -0.002 -0.007
H 0.3702 -1.8901 1.9580 -0.012 0.068 0.009
H 0.8755 -3.2697 1.0123 0.015 0.000 -0.030
H -2.7755 -1.0925 0.0467 0.054 0.022 0.053
H -4.7648 -1.7549 0.8081 -0.010 -0.008 -0.004
H -5.4710 -3.3470 0.5449 -0.005 -0.002 0.001
H -4.3655 -2.6653 -0.6449 -0.006 -0.001 0.010
H -4.6650 -4.9860 1.8913 0.004 0.001 0.000


3.
199
Properties=species:S:1:pos:R:3:forces:R:3 method="wB97M-V/def2-TZVPD" multiplicity=1 charge=+6 energy_ha=-3570.49782 homo_ev=-18.06 lumo_ev=-7.56 relative_energy_kj_mol=0.0
P 1.2683 -17.9039 36.0086 0.944 -0.106 -0.039
F 1.5837 -18.7148 37.3744 1.178 -0.582 0.009
F 2.8248 -17.5457 35.7983 0.706 -0.231 0.418
F 1.5165 -19.2492 35.0337 -0.567 0.699 1.068
F 0.9844 -17.0332 34.6796 -1.049 -0.273 -0.149
F -0.2403 -18.3142 36.3171 -0.980 0.208 -1.347
F 1.0928 -16.5572 36.8951 -0.141 0.219 0.049
C 16.3365 -16.3937 35.5184 -0.734 0.950 -0.493
C 14.9636 -16.7375 34.8364 -0.800 -0.145 -0.078
C 13.8450 -15.5977 34.7242 0.994 -1.012 0.367
N 12.5471 -15.8617 33.9496 0.284 -0.835 -2.284
C 12.8968 -15.9269 32.4228 -0.148 0.028 1.479
C 11.5100 -14.7162 34.2437 -0.027 -1.159 0.499
C 10.2133 -15.4773 34.6395 0.193 0.861 0.369
C 10.3745 -16.9044 34.1957 0.970 -0.547 0.634
C 11.8717 -17.2282 34.3915 -0.156 2.107 0.334
H 16.8299 -15.5560 35.0256 -0.047 0.009 -0.204
H 17.0460 -17.2203 35.4813 -0.400 -0.183 -0.089
H 16.2346 -16.0796 36.5572 -0.249 -0.198 0.033
H 14.4989 -17.5105 35.4486 0.042 -0.244 -0.034
H 15.1271 -17.1918 33.8592 0.219 0.101 -0.067
H 14.2800 -14.7150 34.2556 -0.184 0.265 0.524
H 13.4867 -15.5187 35.7507 0.189 0.929 -0.022
H 12.0348 -16.1746 31.8033 -0.125 -0.006 0.388
H 13.6433 -16.7184 32.3569 0.017 0.297 -0.305
H 13.2704 -14.9433 32.1380 0.167 -0.213 -0.001
H 11.3421 -14.0240 33.4185 0.453 -0.514 -0.384
H 11.9615 -14.1322 35.0457 -0.267 -0.110 0.059
H 9.2895 -15.0480 34.2517 0.262 0.238 -0.256
H 10.0741 -15.4667 35.7205 0.247 0.081 0.076
H 10.1314 -17.0442 33.1424 -0.249 -0.192 0.126
H 9.7613 -17.4961 34.8755 -0.046 -0.470 -0.554
H 12.1982 -18.1404 33.8920 0.406 0.541 -0.403
H 12.2579 -17.2359 35.4107 -0.815 -0.556 0.295
C 3.1755 -15.3787 23.0437 0.123 -0.857 0.248
C 2.9934 -15.5499 24.5532 -0.104 1.745 0.162
C 4.1130 -16.3224 25.1987 -0.284 -0.492 0.368
N 3.6487 -17.0201 26.5248 0.493 -0.086 0.399
C 3.0338 -15.9862 27.5048 0.074 -0.263 -1.483
C 4.8389 -17.6795 27.2502 1.112 1.758 -1.147
C 4.3772 -18.8629 28.0681 -0.810 -0.355 -0.451
C 2.8747 -19.0278 27.6371 -0.403 -0.167 -1.034
C 2.7482 -18.2675 26.2839 0.641 1.230 0.868
H 2.5926 -14.5706 22.6017 -0.606 -0.502 0.191
H 2.9397 -16.3891 22.7096 0.015 0.364 -1.192
H 4.1817 -15.0901 22.7398 0.300 -0.397 0.343
H 2.0340 -15.9938 24.8188 -0.119 -0.055 -0.383
H 2.9677 -14.5236 24.9194 -0.051 -0.046 0.680
H 4.9762 -15.6771 25.3615 -0.063 -0.026 0.653
H 4.4832 -17.0794 24.5073 -0.209 -0.513 0.290
H 3.1170 -16.3157 28.5405 0.028 -0.077 -0.287
H 2.0035 -15.7737 27.2194 -0.021 -0.347 0.112
H 3.5702 -15.0583 27.3066 0.213 -0.131 0.394
H 5.3876 -16.9183 27.8049 -0.579 0.239 0.467
H 5.5699 -17.7912 26.4494 -0.161 -1.182 -0.129
H 4.5251 -18.6795 29.1323 -0.419 0.091 -0.044
H 4.9811 -19.7462 27.8600 -0.170 0.013 -0.273
H 2.1614 -18.7051 28.3955 0.181 0.428 -0.062
H 2.5164 -20.0218 27.3694 0.586 -0.378 0.428
H 1.7760 -17.9377 25.9177 -0.118 -0.042 0.561
H 3.1812 -18.8298 25.4566 0.365 0.019 0.182
C 6.6382 -7.3301 35.2799 -0.996 -0.364 0.190
C 5.3184 -8.1640 35.2921 0.456 -0.005 0.539
C 4.3059 -7.7071 34.2706 0.361 -1.635 -0.977
N 2.9732 -8.5536 34.2652 0.925 0.054 0.852
C 3.2714 -10.1178 34.4579 0.592 1.692 -1.892
C 2.1372 -8.2408 33.0335 0.085 1.837 0.454
C 0.6496 -8.4155 33.4474 0.687 -1.221 0.745
C 0.7974 -8.6704 34.9886 -1.360 0.193 1.046
C 2.1066 -8.0458 35.4242 0.419 -1.247 -1.302
H 6.3856 -6.3230 35.6116 0.366 0.116 -0.210
H 7.1292 -7.3343 34.3067 -0.208 0.187 -0.065
H 7.3497 -7.7603 35.9848 -0.150 0.043 0.069
H 4.8638 -8.1051 36.2811 0.217 -0.072 0.247
H 5.5694 -9.2050 35.0889 0.034 0.002 0.114
H 4.7880 -7.9543 33.3248 -0.332 0.430 -0.414
H 4.1061 -6.6378 34.3388 -0.532 -0.209 -0.063
H 3.7862 -10.2861 35.4038 -0.475 -0.018 -0.200
H 3.9128 -10.3236 33.6010 0.824 0.195 0.314
H 2.4918 -10.8194 34.1616 -0.880 0.717 0.937
H 2.5761 -8.6386 32.1186 -0.382 -0.744 0.261
H 2.3089 -7.1708 32.9157 0.043 0.158 -0.054
H 0.1969 -9.2105 32.8548 -0.018 -0.340 0.512
H -0.0514 -7.5876 33.3413 0.790 0.464 -0.423
H 0.7541 -9.6992 35.3461 0.041 -0.155 -0.520
H -0.0076 -8.1832 35.5388 -0.145 0.015 -0.146
H 2.6227 -8.4299 36.3042 -0.650 0.120 0.252
H 2.0669 -6.9566 35.4377 0.249 -0.061 -0.223
C -11.6409 -17.8208 29.3377 0.343 -0.130 -0.148
C -10.1988 -17.4941 28.8534 -0.598 -0.205 -0.030
C -9.1150 -18.4074 29.4241 -0.017 1.360 0.322
N -7.7246 -17.7683 29.2802 2.528 -0.109 -1.138
C -7.3379 -17.5726 27.7517 -0.860 -1.220 0.914
C -6.7398 -18.7236 29.9893 0.387 0.348 -0.133
C -5.5416 -17.9409 30.4798 -0.049 0.311 -1.431
C -6.0893 -16.5762 30.8307 -0.825 1.626 -0.301
C -7.4737 -16.4233 30.0912 -0.849 -2.259 0.666
H -12.3662 -17.0635 29.0401 0.303 0.208 -0.004
H -11.7407 -17.9639 30.4137 0.197 0.070 0.023
H -11.9904 -18.7279 28.8447 0.113 -0.156 0.115
H -9.8945 -16.4670 29.0550 -0.332 0.144 0.203
H -10.2469 -17.5835 27.7681 0.298 -0.012 -0.090
H -9.1416 -19.4128 29.0038 0.426 0.105 -0.133
H -9.1645 -18.4857 30.5101 -0.534 -0.123 0.010
H -6.2804 -17.4980 27.4985 0.094 0.530 0.921
H -7.9294 -16.7604 27.3292 0.158 -0.042 0.263
H -7.6152 -18.5098 27.2690 -0.373 0.051 0.012
H -6.3902 -19.5160 29.3276 -0.676 -0.166 0.022
H -7.1655 -19.0791 30.9277 -0.817 -0.362 -0.555
H -4.8770 -17.7676 29.6334 0.408 -0.355 0.149
H -5.0619 -18.5702 31.2294 0.200 0.591 0.162
H -5.4739 -15.7453 30.4858 0.365 -0.300 -0.146
H -6.2071 -16.3413 31.8886 -0.293 -0.460 0.047
H -7.6734 -15.5561 29.4618 0.293 -0.208 0.080
H -8.2682 -16.5651 30.8238 -0.041 0.785 0.141
C -5.3675 -29.8734 40.7117 -0.687 -0.225 -0.520
C -5.6607 -28.9164 39.5417 -0.045 0.528 0.198
C -4.5865 -27.8668 39.3998 1.178 1.833 -0.385
N -5.0249 -26.4237 39.0264 -0.372 -0.329 -1.584
C -5.8603 -25.7879 40.1308 0.638 -0.077 -2.458
C -5.8124 -26.4600 37.6495 1.290 1.177 -0.165
C -4.7542 -25.9554 36.5905 -1.902 -1.846 -0.128
C -3.8207 -25.0409 37.2867 0.229 0.022 1.556
C -3.7695 -25.5400 38.7668 -0.542 0.508 -0.589
H -5.3232 -29.3165 41.6476 0.338 -0.009 -0.048
H -4.4912 -30.5003 40.5469 0.153 0.298 0.113
H -6.2014 -30.5652 40.8308 -0.024 -0.007 -0.102
H -6.6208 -28.4244 39.6971 -0.121 -0.024 0.248
H -5.7443 -29.3590 38.5491 -0.066 -0.636 0.282
H -3.8714 -28.1217 38.6177 -0.059 -0.138 -0.138
H -3.9492 -27.6024 40.2437 -0.269 -0.804 0.600
H -6.8578 -26.1988 39.9749 0.125 -0.288 1.200
H -5.9328 -24.7673 39.7549 -0.035 0.256 0.740
H -5.2442 -25.9052 41.0223 -0.916 0.064 0.317
H -6.6765 -25.7956 37.6378 0.138 0.168 0.703
H -6.1944 -27.4459 37.3847 0.313 -0.065 0.522
H -5.3081 -25.3941 35.8380 0.124 -0.419 -0.297
H -4.3974 -26.9012 36.1827 0.725 0.449 -0.376
H -4.3033 -24.0678 37.1950 0.388 0.259 0.502
H -2.7876 -24.9526 36.9503 -0.241 -0.140 -0.451
H -3.7971 -24.6641 39.4150 -0.145 -0.322 0.284
H -2.8425 -26.0746 38.9743 -0.346 -0.358 0.011
C 3.9885 -25.1729 34.9830 -0.647 -0.304 0.081
C 4.9024 -25.3200 36.2055 0.612 1.370 0.469
C 4.5633 -24.2786 37.3717 1.473 -2.029 0.249
N 5.2836 -24.6373 38.7293 -0.871 0.688 0.438
C 4.7569 -25.9810 39.3193 0.608 0.583 -1.421
C 4.9630 -23.4705 39.6987 0.237 0.152 0.214
C 5.9848 -22.3891 39.4146 0.487 0.556 0.602
C 7.2518 -23.0788 38.9466 0.234 -0.812 -0.546
C 6.8638 -24.5333 38.6863 -1.632 -1.148 -0.880
H 4.3740 -25.7153 34.1197 0.284 0.194 0.073
H 3.7491 -24.1502 34.6918 0.561 0.183 0.061
H 2.9968 -25.6020 35.1262 -0.012 -0.229 0.434
H 5.9319 -25.1079 35.9171 0.046 0.418 -0.304
H 5.0441 -26.3581 36.5059 -0.850 -0.040 0.428
H 3.4957 -24.2577 37.5904 0.125 0.224 0.005
H 5.0033 -23.2991 37.1842 -0.538 0.011 -0.496
H 5.0667 -26.1175 40.3554 -0.102 0.306 -0.144
H 5.1457 -26.7944 38.7067 0.341 0.119 0.122
H 3.6809 -26.0480 39.1585 0.005 0.461 0.408
H 5.1122 -23.7474 40.7423 -0.183 -0.764 -0.193
H 3.9377 -23.1243 39.5685 0.034 -0.290 -0.097
H 6.3941 -21.8873 40.2914 -1.216 0.341 0.367
H 5.6031 -21.6386 38.7224 0.208 -0.085 -0.049
H 8.0747 -23.1205 39.6602 -0.252 0.349 0.274
H 7.6188 -22.4860 38.1088 0.206 -0.775 -0.409
H 7.0200 -25.3049 39.4402 1.145 0.598 0.269
H 7.2333 -24.9153 37.7347 -0.245 -0.132 0.050
C -3.1976 -18.4047 43.5020 0.164 -1.426 0.210
C -2.3229 -17.4160 44.1599 2.282 1.244 -1.049
C -0.7701 -17.9150 44.0110 -1.231 -0.016 0.878
N 0.2827 -17.0639 44.7363 -1.085 -0.971 -1.241
C -0.4038 -16.6748 46.0480 2.590 1.764 2.050
C 0.6883 -16.0515 47.0010 0.078 0.163 -0.298
C 1.9546 -16.8896 47.2189 -0.608 -0.432 -0.398
C 2.5728 -17.2965 45.8854 -0.360 -0.040 -0.975
C 1.5380 -17.9583 44.9213 0.113 1.136 1.361
C 0.6493 -15.8818 43.8144 0.074 0.114 1.447
H -4.2232 -18.0710 43.3443 0.216 0.055 -0.074
H -3.1985 -19.2517 44.1880 -0.404 -0.524 -0.414
H -2.6892 -18.6804 42.5780 -0.604 -0.290 -0.278
H -2.6472 -17.2196 45.1818 0.381 -0.053 -0.139
H -2.4241 -16.5160 43.5533 0.211 0.515 0.411
H -0.3763 -18.0819 43.0085 -0.586 0.486 -0.305
H -0.7169 -18.9105 44.4517 -0.045 0.042 0.377
H -0.9111 -17.4695 46.5951 0.419 -0.717 -0.759
H -1.1568 -15.8903 45.9728 0.154 -0.113 -0.968
H 0.2668 -15.8340 47.9824 -0.360 -0.147 -0.107
H 0.9847 -15.0723 46.6249 -0.092 0.112 -0.263
H 1.6173 -17.7589 47.7833 0.418 -0.279 0.111
H 2.6797 -16.3342 47.8138 -0.119 -0.078 0.052
H 3.4389 -17.9571 45.9230 -0.212 -0.366 0.483
H 3.0235 -16.4281 45.4047 -0.247 0.314 -0.108
H 1.1902 -18.8928 45.3616 -0.065 0.030 -0.113
H 1.9807 -18.1309 43.9403 -0.303 0.025 -0.041
H 1.5288 -15.3905 44.2305 -0.427 0.257 0.402
H -0.2268 -15.2335 43.8033 0.282 0.069 -0.206
H 1.0046 -16.1424 42.8175 -0.667 -0.799 0.058